{
  "formula": "C4H6NO4",
  "method": "the ωB97M-V functional and the def2-TZVPD basis",
  "species": ["C", "C", "C", "C", "N", "O", "O", "O", "O", "H", "H", "H", "H", "H", "H"],
  "positions_angstrom": [[-1.459192, -1.177944, -0.098320], [0.794081, 0.122739, 1.396902], [0.912941, -0.125806, -1.200570], [0.117404, 0.247157, 0.057253], [-0.853925, 1.181808, -0.063717], [-1.446301, -1.364799, -1.260096], [-1.410073, 1.755976, 0.848322], [-1.897618, -1.453087, 0.984263], [-1.148108, 1.451397, -1.273850], [0.150582, 0.317053, 2.168530], [1.216508, -0.798592, 1.555767], [1.646273, 0.804046, 1.261753], [0.249221, -0.366299, -2.051952], [1.711448, 0.492254, -1.331333], [1.416766, -1.085901, -0.992953]],
  "forces_ev_per_a": [[0.2, -0.3, 1.2], [0.8, 1.8, -3.1], [-2.3, -2.7, 1.4], [-0.1, -2.2, 0.3], [0.8, 0.8, -3.5], [-0.7, -0.7, -1.0], [-0.7, 0.5, 2.0], [0.3, 0.3, -0.2], [-0.4, 0.4, 0.4], [-1.4, 1.0, 1.9], [0.9, -2.5, 0.1], [0.0, 0.3, 1.0], [0.7, 0.9, 0.4], [2.0, 2.4, -1.0], [-0.2, 0.0, 0.2]],
  "mulliken_charge": [0.764, -1.724, -1.340, 0.539, 0.947, -0.491, -0.747, -0.575, -0.715, 0.411, 0.392, 0.380, 0.342, 0.476, 0.340],
  "multiplicity": 1,
  "total_charge": -1
}

***

{
  "formula": "BrH2NOS",
  "method": "the ωB97M-V functional and the def2-TZVPD basis",
  "species": ["N", "O", "S", "Br", "H", "H"],
  "positions_angstrom": [[1.492330, 0.086730, -0.452486], [-0.908456, 0.506015, 2.016096], [-0.948749, -0.429401, 0.932235], [-2.420080, 0.260851, -0.533398], [1.070707, 0.462996, -1.304128], [1.714249, -0.887192, -0.658319]],
  "forces_ev_per_a": [[-1.8, -0.1, 1.3], [0.0, 0.4, 0.5], [2.1, -0.1, -1.2], [-0.1, 0.1, -0.3], [-0.1, -0.2, -0.1], [-0.1, -0.1, -0.1]],
  "mulliken_charge": [-0.556, -0.321, 0.464, -0.028, 0.221, 0.220],
  "multiplicity": 1,
  "total_charge": 0
}

***

{
  "formula": "C38H56O3",
  "method": "the ωB97M-V functional and the def2-TZVPD basis",
  "species": ["C", "C", "C", "C", "C", "C", "C", "C", "C", "C", "C", "C", "C", "C", "C", "C", "C", "C", "C", "C", "C", "C", "C", "C", "C", "C", "O", "C", "C", "C", "C", "C", "O", "C", "C", "C", "C", "C", "C", "C", "O", "H", "H", "H", "H", "H", "H", "H", "H", "H", "H", "H", "H", "H", "H", "H", "H", "H", "H", "H", "H", "H", "H", "H", "H", "H", "H", "H", "H", "H", "H", "H", "H", "H", "H", "H", "H", "H", "H", "H", "H", "H", "H", "H", "H", "H", "H", "H", "H", "H", "H", "H", "H", "H", "H", "H", "H"],
  "positions_angstrom": [[0.790485, -1.894423, 2.604523], [2.427228, -1.975213, 2.476899], [3.029137, -3.495112, 2.315600], [4.676294, -3.453577, 2.051231], [5.063535, -3.437239, 0.440440], [5.182561, -1.901039, -0.181476], [4.547127, -1.884184, -1.703859], [2.992671, -1.278789, -1.628181], [1.923911, -2.382332, -2.235294], [0.980103, -3.089507, -1.056654], [-0.436719, -2.261060, -1.058018], [-1.693481, -3.048430, -0.343284], [-2.534625, -2.010286, 0.607437], [-3.571839, -1.021492, -0.189850], [-3.148751, -0.081114, -1.499479], [-4.165651, 0.942753, -2.283147], [-3.767869, 1.900373, -3.565596], [-2.409403, 1.437195, -4.363549], [-1.002979, 1.800276, -3.603012], [-1.135799, 2.882343, -2.377248], [0.379044, 3.425603, -2.003801], [0.665797, 3.394469, -0.375578], [1.842963, 4.443467, 0.107369], [3.362744, 4.013206, -0.339412], [3.928720, 2.653855, 0.392463], [5.477408, 2.839854, 0.988509], [6.500365, 2.376621, 0.035435], [7.722553, 1.898590, 0.758431], [-5.746208, 1.078541, -1.754706], [-6.174756, 0.165667, -0.461303], [-5.130667, -0.880829, 0.321254], [-5.767653, -1.711647, 1.625697], [-5.565076, -3.010441, 1.861215], [-6.746685, -0.779183, 2.610438], [-6.654736, -0.874487, 4.258777], [-7.645527, 0.140897, 5.143001], [-8.692360, 1.164605, 4.352709], [-8.782993, 1.260870, 2.709946], [-7.786964, 0.272092, 1.829228], [-7.724097, 0.284514, 0.157746], [-8.816038, 0.341527, -0.616826], [0.383782, -1.596054, 1.542232], [0.458376, -1.012319, 3.333325], [0.279513, -2.881137, 2.991370], [2.747881, -1.233667, 1.626286], [2.858463, -1.526724, 3.492492], [2.576185, -4.109795, 1.422093], [2.747346, -4.074196, 3.305563], [5.086566, -4.471430, 2.472367], [5.141389, -2.512982, 2.606600], [6.163933, -3.883841, 0.377436], [4.391521, -4.141544, -0.210475], [4.632407, -1.150974, 0.528818], [6.303711, -1.521906, -0.259659], [5.196129, -1.257122, -2.449469], [4.502975, -2.983671, -2.105345], [3.006484, -0.303256, -2.292969], [2.726541, -0.919038, -0.531064], [1.214238, -1.771275, -2.966995], [2.482863, -3.164229, -2.907689], [1.522143, -2.861872, -0.033199], [0.874914, -4.231563, -1.296161], [-0.799339, -2.015296, -2.167811], [-0.286186, -1.224150, -0.521308], [-2.396867, -3.526963, -1.147654], [-1.321834, -3.943691, 0.353496], [-1.735789, -1.295589, 1.132659], [-3.011277, -2.640569, 1.471811], [-2.039832, -0.126921, -1.870146], [-3.782408, 3.039581, -3.248162], [-4.663254, 1.785460, -4.346679], [-2.476924, 0.294763, -4.702009], [-2.400822, 2.048986, -5.388645], [-0.235048, 2.227226, -4.390285], [-0.502092, 0.824490, -3.136348], [-1.715255, 2.441141, -1.434597], [-1.774687, 3.826810, -2.711852], [1.128118, 2.643783, -2.504803], [0.602832, 4.456693, -2.510854], [-0.300907, 3.652615, 0.248509], [1.020261, 2.296241, -0.081799], [1.610132, 5.467446, -0.453846], [1.850150, 4.634558, 1.262446], [4.074544, 4.903040, 0.015041], [3.521181, 3.922960, -1.503702], [3.272606, 2.290258, 1.308808], [3.993614, 1.823365, -0.431946], [5.722249, 3.949079, 1.274949], [5.528373, 2.172619, 1.960976], [8.250217, 2.743951, 1.375501], [8.531359, 1.452057, 0.021719], [7.472689, 1.030759, 1.523335], [-6.475813, 1.816028, -2.324670], [-5.883753, -1.608341, 4.789060], [-7.606958, 0.148450, 6.336148], [-9.371150, 1.858426, 5.042283], [-9.487257, 1.992390, 2.106742]],
  "forces_ev_per_a": [[-0.1, 0.7, -0.2], [-0.3, 0.2, 1.0], [0.4, 0.4, -0.1], [-0.8, -0.7, -0.3], [1.6, 0.6, 0.7], [0.2, -0.3, -0.7], [-0.6, 0.3, 0.9], [0.7, -0.1, -0.9], [-0.4, 1.0, -0.1], [0.4, 1.5, -0.9], [-0.7, -0.5, -0.3], [0.1, 0.1, 0.4], [0.7, 0.5, 0.1], [-3.4, 2.0, -1.3], [-3.1, 0.6, 0.9], [-1.5, -1.7, 3.1], [-0.7, -1.0, -0.2], [-0.1, 0.6, -0.8], [0.2, -0.2, 0.5], [0.0, 0.8, -0.3], [0.3, -1.3, 0.2], [0.6, 0.1, 0.4], [0.2, 0.2, -1.3], [0.6, 0.5, 0.7], [1.0, 0.2, -0.3], [-0.6, -0.5, 0.6], [0.8, -0.5, 2.1], [0.5, -0.5, 0.4], [3.0, -3.0, 2.2], [2.0, 0.3, -1.0], [0.9, 1.7, -2.3], [0.3, -3.8, 0.6], [-1.0, 8.0, -1.3], [-1.4, 1.7, 1.3], [-2.7, 2.9, -1.9], [-0.1, 0.0, -4.3], [2.2, -2.0, -1.6], [3.0, -3.1, 1.5], [0.3, -0.1, 3.2], [-3.2, -0.2, -2.4], [6.8, 0.0, 4.9], [0.5, -0.9, 2.1], [0.8, -1.9, -1.5], [1.1, 1.9, -0.9], [-0.5, -1.6, 1.6], [-0.7, -1.0, -2.2], [0.6, 1.4, 1.7], [0.7, 1.1, -2.0], [-0.6, 2.2, -0.6], [-0.8, -2.1, -1.2], [-2.3, 0.8, 0.1], [1.0, 1.5, 1.4], [1.0, -1.4, -1.5], [-2.2, -1.1, 0.4], [-1.2, -1.1, 1.5], [0.2, 2.1, 0.7], [-0.3, -1.9, 1.3], [0.5, -1.0, -2.3], [1.3, -1.5, 1.5], [-1.0, 1.5, 1.5], [-1.2, -0.9, -2.0], [0.0, 2.2, 0.7], [1.0, -0.6, 2.3], [-0.2, -2.0, -1.0], [1.3, 1.0, 1.5], [-0.6, 2.1, -1.5], [-1.7, -1.5, -1.1], [0.3, 1.5, -1.9], [-2.4, 0.1, 0.8], [0.3, -2.5, -0.5], [1.9, 0.2, 1.8], [0.1, 2.5, 1.0], [-0.1, -1.3, 2.2], [-1.6, -0.9, 1.6], [-1.0, 2.0, -1.0], [1.5, 0.8, -2.0], [1.3, -2.0, 0.6], [-1.4, 1.8, 1.1], [-0.5, -1.8, 1.2], [1.8, -0.6, -1.4], [-0.9, 2.2, -0.6], [0.5, -2.0, 1.4], [-0.2, -0.5, -2.2], [-1.5, -1.8, -0.8], [-0.6, 0.2, 2.3], [1.2, 0.9, -2.0], [-0.2, 1.3, 1.8], [-0.6, -1.9, -0.5], [0.0, 1.3, -1.8], [-1.1, -1.3, -1.2], [-2.0, 1.1, 1.1], [0.2, 1.7, -1.5], [1.5, -1.9, 1.5], [-1.9, 1.8, -1.4], [-0.1, -0.1, -3.1], [1.6, -1.7, -1.8], [1.6, -1.7, 1.6]],
  "mulliken_charge": [-0.594, 0.074, -0.456, -0.654, -0.690, 0.044, -0.952, 0.437, -1.044, 0.379, -0.373, -0.672, -0.168, 0.287, 0.430, 0.428, -0.608, -0.741, -0.145, -0.243, -0.541, -0.227, -0.793, -0.511, -0.002, -0.499, -0.336, -0.586, -1.048, 0.384, -0.024, 0.082, -0.551, 0.272, -0.415, -0.343, -0.301, -0.461, 0.294, 0.052, -0.520, -0.148, 0.364, 0.255, -0.417, 0.493, 0.166, 0.403, 0.317, 0.236, 0.320, 0.318, -0.130, 0.302, 0.330, 0.379, 0.244, -0.278, 0.285, 0.350, -0.772, 0.505, 0.463, -0.025, 0.303, 0.329, 0.127, 0.278, -0.418, 0.298, 0.429, 0.241, 0.330, 0.432, -0.227, 0.213, 0.204, 0.156, 0.318, 0.367, -0.057, 0.296, 0.298, 0.341, 0.225, 0.297, -0.151, 0.284, 0.289, 0.267, 0.242, 0.224, 0.274, 0.311, 0.280, 0.268, 0.310],
  "multiplicity": 1,
  "total_charge": 0
}

***

Calculated values (eV) of LUMO energy for the records, taken in order: 3.94 -2.48 -1.34.
Calculated values (hartree) of gap between HOMO and LUMO for the records, taken in order: 0.2786 0.2339 0.2657.
Calculated values (eV) of HOMO energy for the records, taken in order: -3.64 -8.84 -8.57.